175
Properties=species:S:1:pos:R:3:forces:R:3:lowdin_charge:R:1 method="wB97M-V/def2-TZVPD" e_homo_ev=-8.0 smiles="CN(C)P(=O)(N(C)C)N(C)C.CN(C)P(=O)(N(C)C)N(C)C.CN(C)P(=O)(N(C)C)N(C)C.CN(C)P(=O)(N(C)C)N(C)C.CN(C)P(=O)(N(C)C)N(C)C.O=C1OC[C@@H](F)O1.O=C1OC[C@@H](F)O1.O=C1OC[C@@H](F)O1" orbital_gap_ev=8.4 total_energy_ev=-147666.6499 e_above_lowest_kcal_mol=65.77
C -0.080811 1.856366 1.262554 1.762 0.649 -0.307 -0.035
C 0.310231 0.472171 0.767116 -0.965 -0.544 0.447 -0.257
O -0.507347 0.281878 -0.371319 -0.113 -0.315 -0.284 0.115
C -1.279936 1.369332 -0.613702 1.207 0.036 -0.608 -0.537
O -2.088861 1.480740 -1.477150 0.097 -0.224 0.334 0.167
O -0.807116 2.368626 0.148021 -1.370 0.958 0.751 0.047
F -0.095814 -0.504917 1.644236 0.317 0.066 0.316 0.044
H 0.818161 2.472356 1.340944 0.027 -0.072 -0.070 0.104
H -0.542602 1.957859 2.243724 -0.756 -0.522 -0.202 0.119
H 1.369915 0.342335 0.549472 -0.074 -0.107 -0.185 0.139
C 1.890534 4.258377 -0.469399 -1.150 0.394 -0.434 -0.053
C 1.649071 5.732790 -0.802629 0.751 -0.810 -0.539 -0.290
O 2.711013 6.374580 -0.112445 -1.108 -0.479 0.145 0.135
C 2.974866 5.573760 0.965415 1.803 -0.609 -0.559 -0.541
O 3.837704 5.791685 1.747526 -0.383 0.692 0.727 0.164
O 2.355731 4.382472 0.873161 -0.146 -0.214 -0.311 0.057
F 0.465211 6.156767 -0.290576 -0.198 0.152 -0.004 0.078
H 2.572295 3.754704 -1.156972 0.619 0.283 0.385 0.140
H 0.976381 3.672650 -0.538391 -0.164 0.210 0.427 0.120
H 1.695896 5.934071 -1.871670 0.006 0.389 0.143 0.169
C -5.505385 3.374838 1.305688 -0.186 0.881 -0.240 -0.008
C -4.593768 3.525870 0.047858 0.119 -0.265 1.525 -0.302
O -5.195579 4.572460 -0.607782 0.052 0.355 -1.755 0.133
C -6.491681 4.760571 -0.239152 0.313 0.384 0.475 -0.571
O -7.269931 5.493185 -0.747289 0.117 -0.092 -0.401 0.184
O -6.694049 4.088658 0.881197 -0.431 -1.191 0.983 0.075
F -4.599595 2.353616 -0.646482 -0.559 0.058 -0.405 0.055
H -5.180507 3.894065 2.206279 0.516 0.052 -0.156 0.129
H -5.765252 2.361813 1.597791 0.017 -0.147 -0.480 0.130
H -3.545148 3.794412 0.157869 -0.028 -0.060 0.458 0.166
O 3.455267 1.197181 0.165492 0.342 -0.386 -0.239 -0.276
P 4.819188 1.368443 0.712526 1.700 1.069 0.723 0.553
N 5.598658 2.760653 0.133941 0.377 0.594 0.542 -0.292
C 6.221799 3.811910 0.962734 -0.607 -0.119 0.323 -0.101
C 6.108747 2.832353 -1.222779 -0.021 0.594 -0.665 -0.133
N 6.004509 0.245605 0.379363 -0.397 -0.547 -0.997 -0.306
C 7.421776 0.442899 0.628861 0.010 0.048 -0.276 -0.120
C 5.689066 -0.909204 -0.481726 -1.145 -0.414 1.436 -0.076
N 4.818060 1.468259 2.384488 -0.537 -0.093 0.032 -0.282
C 5.820468 0.875536 3.251421 0.343 -1.623 -1.214 -0.107
C 3.687510 2.078781 3.081328 -0.071 0.893 -1.325 -0.091
H 5.507747 4.240718 1.661911 0.075 -0.234 0.217 0.052
H 6.544146 4.664210 0.364080 -0.185 -0.159 -0.368 0.085
H 7.120127 3.484935 1.495273 -0.025 -0.214 0.090 0.070
H 6.034793 1.939302 -1.843685 -0.357 -0.213 0.375 0.081
H 7.160783 3.135955 -1.264215 0.129 -0.281 0.368 0.080
H 5.607636 3.655456 -1.747793 -0.167 -0.179 -0.180 0.077
H 7.682843 1.437560 0.987022 -0.337 -0.005 0.199 0.063
H 7.782276 -0.303188 1.341245 0.162 0.048 0.028 0.084
H 7.980358 0.334307 -0.304992 0.002 -0.154 -0.031 0.085
H 6.539291 -1.329409 -1.011917 0.136 0.542 -0.239 0.086
H 5.333344 -1.714686 0.173313 0.016 -0.173 -0.352 0.056
H 4.831628 -0.665321 -1.107753 0.271 -0.107 -0.389 0.071
H 5.444211 0.744072 4.261572 0.231 0.760 0.180 0.085
H 5.985511 -0.169586 2.943041 -0.126 0.015 -0.071 0.058
H 6.824055 1.283565 3.118967 -0.157 0.612 0.747 0.070
H 3.944549 3.121760 3.294434 -0.177 -0.110 0.719 0.081
H 3.334293 1.504812 3.934961 0.266 0.025 0.137 0.084
H 2.860875 2.166316 2.372456 -0.020 -0.186 0.093 0.047
O 3.937844 -6.023065 1.627080 0.298 0.354 0.736 -0.290
P 3.227300 -5.044337 2.481729 -1.917 0.257 0.409 0.560
N 3.955436 -3.540009 2.648809 0.230 -0.519 0.544 -0.296
C 3.535960 -2.522468 3.637835 1.583 0.330 -1.224 -0.101
C 5.427150 -3.455784 2.447504 -1.706 -1.632 -0.664 -0.092
N 2.865404 -5.610542 4.052944 -0.235 -0.521 0.055 -0.299
C 3.237159 -6.951611 4.499395 -0.376 -0.544 -1.712 -0.131
C 1.824704 -4.985842 4.897308 1.242 -0.519 -0.313 -0.118
N 1.665050 -4.668392 1.906153 0.994 1.065 0.098 -0.319
C 0.858215 -5.789258 1.417917 1.358 -0.602 1.329 -0.111
C 1.373312 -3.355243 1.264697 -0.714 -2.035 0.075 -0.082
H 3.568565 -1.574942 3.082994 -0.991 0.120 0.067 0.076
H 4.398734 -2.331282 4.286637 -0.353 -0.561 0.719 0.075
H 2.624739 -2.733682 4.175654 -0.086 0.170 -0.087 0.057
H 5.668221 -4.323378 1.827172 0.218 0.423 -0.447 0.070
H 5.957110 -3.681134 3.374332 0.184 0.909 0.182 0.087
H 5.552913 -2.517609 1.914236 0.937 0.058 0.434 0.050
H 3.964864 -7.029873 5.304466 0.136 0.251 -0.015 0.075
H 2.368753 -7.577640 4.738482 -0.284 0.486 0.510 0.074
H 3.547686 -7.474316 3.589138 0.858 0.021 0.307 0.067
H 2.339420 -4.507988 5.735247 -0.383 0.424 0.043 0.078
H 1.242958 -4.311141 4.275604 -0.201 0.094 0.328 0.062
H 1.214390 -5.780649 5.327969 -0.303 0.076 -0.181 0.073
H -0.166694 -5.484496 1.235325 -0.003 -0.026 -0.166 0.079
H 1.335486 -6.352463 0.610856 -0.282 0.449 -0.530 0.072
H 0.897975 -6.519108 2.237104 -0.547 -0.091 -0.005 0.074
H 1.828968 -3.316999 0.273625 0.209 0.667 0.092 0.084
H 1.544158 -2.532166 1.948724 0.299 0.140 -0.334 0.050
H 0.297047 -3.476145 1.128374 -0.103 0.801 -0.234 0.070
O -6.415692 -1.167274 -4.978781 -0.069 0.358 -0.273 -0.282
P -6.042143 0.081000 -5.676241 -0.134 1.778 -0.141 0.552
N -4.378521 0.444482 -5.608416 -0.020 1.200 -0.412 -0.307
C -3.841696 0.479910 -4.255100 -0.929 -1.230 1.011 -0.121
C -3.393830 -0.159328 -6.474847 0.036 -1.177 -0.658 -0.140
N -6.459328 0.187978 -7.288271 0.586 -0.516 -0.055 -0.296
C -7.219440 -0.919077 -7.857461 0.675 -0.753 -0.879 -0.116
C -5.780743 1.087618 -8.237078 -0.465 -0.162 0.892 -0.113
N -6.794174 1.471263 -5.038064 -0.989 -1.586 0.515 -0.293
C -7.066899 2.712595 -5.737946 -0.131 0.269 0.158 -0.121
C -7.210788 1.460690 -3.619090 0.669 0.597 -0.393 -0.108
H -2.842927 0.895392 -4.156778 -0.089 0.280 -0.279 0.073
H -3.828666 -0.557957 -3.880683 0.534 -0.021 -0.033 0.087
H -4.525680 0.918349 -3.524574 0.125 0.603 -0.361 0.064
H -3.248443 -1.194967 -6.138710 0.394 -0.071 -0.225 0.080
H -2.423397 0.344566 -6.501626 -0.119 0.255 0.713 0.087
H -3.624798 -0.194661 -7.543444 -0.673 -0.035 0.244 0.067
H -6.734279 -1.883381 -7.676687 -0.273 -0.024 0.716 0.077
H -8.275244 -0.965675 -7.602772 0.023 0.144 0.269 0.080
H -7.140524 -0.922620 -8.949221 -0.232 0.691 -0.012 0.074
H -5.524404 0.498736 -9.115423 0.064 0.342 -0.237 0.079
H -6.431067 1.938350 -8.441957 0.004 -0.067 -0.561 0.067
H -4.883295 1.501984 -7.781689 0.022 -0.061 -0.068 0.063
H -7.611354 2.639291 -6.682310 0.585 -0.590 -0.319 0.068
H -7.798668 3.314674 -5.192720 0.315 -0.135 0.552 0.077
H -6.157829 3.309996 -5.825165 -0.026 0.177 -0.356 0.083
H -6.399280 1.988201 -3.109113 -0.295 -0.233 0.819 0.063
H -7.403863 0.466588 -3.223568 0.483 -0.145 -0.177 0.074
H -8.131345 2.019663 -3.443490 -0.021 0.122 -0.372 0.075
O 2.741097 -2.458401 -2.870031 -0.714 0.654 -0.618 -0.293
P 1.805819 -2.947741 -3.915401 0.499 -0.980 -0.997 0.554
N 1.773023 -4.636732 -3.958465 -1.434 0.565 -0.637 -0.305
C 2.832003 -5.439042 -4.564923 -0.333 0.804 0.629 -0.095
C 0.908394 -5.269549 -2.962885 0.810 0.087 1.141 -0.114
N 2.258096 -2.470092 -5.492270 0.623 0.475 0.745 -0.294
C 3.403272 -1.573275 -5.653890 0.507 -0.485 -0.066 -0.125
C 1.745878 -2.955490 -6.766074 0.024 -0.905 0.257 -0.114
N 0.199384 -2.532220 -3.740966 0.350 0.049 -0.253 -0.321
C -0.820935 -3.008770 -4.678822 1.100 0.258 -0.347 -0.109
C -0.163439 -1.336111 -2.996996 -0.147 -0.990 1.672 -0.104
H 3.261811 -4.880609 -5.395550 -0.036 -0.140 -0.097 0.061
H 2.381498 -6.369516 -4.904812 0.270 -0.153 -0.096 0.082
H 3.633259 -5.605823 -3.840914 0.059 -0.353 -0.035 0.085
H 0.577259 -6.288776 -3.165929 0.003 0.112 -0.715 0.082
H 0.065398 -4.626467 -2.725761 -0.179 -0.133 -0.333 0.064
H 1.432060 -5.355759 -1.999849 0.175 -0.054 0.004 0.073
H 3.199743 -0.855265 -6.449099 -0.063 0.142 0.111 0.075
H 3.697419 -1.054574 -4.744043 -0.409 -0.045 0.108 0.066
H 4.288579 -2.149606 -5.953592 0.062 0.066 -0.130 0.079
H 2.279553 -2.516750 -7.608085 -0.094 0.490 0.203 0.080
H 1.938283 -4.025437 -6.917101 -0.207 -0.108 0.251 0.071
H 0.677971 -2.791567 -6.871583 -0.044 0.093 -0.180 0.057
H -1.794742 -3.124397 -4.207758 -0.009 0.043 0.111 0.088
H -0.863234 -2.309927 -5.516370 -0.560 0.222 0.009 0.062
H -0.491507 -3.941932 -5.135825 -0.147 -0.220 0.307 0.074
H -0.600332 -0.484863 -3.520024 0.123 -0.197 -0.481 0.079
H 0.661514 -1.015155 -2.361092 0.235 0.114 -0.421 0.067
H -0.872096 -1.714007 -2.250050 -0.445 0.597 -0.090 0.087
O -1.289046 1.930988 4.576694 0.592 0.316 0.297 -0.282
P -2.260851 1.955910 5.683614 -0.997 0.850 0.479 0.563
N -1.579057 1.840996 7.249351 -0.690 -0.936 -1.790 -0.309
C -2.466831 1.707082 8.385367 -0.440 1.643 0.408 -0.127
C -0.368548 2.608939 7.479268 0.394 -0.447 -1.232 -0.118
N -3.446177 0.774454 5.591070 0.235 0.612 0.195 -0.305
C -3.072559 -0.619664 5.810894 1.092 0.634 0.316 -0.103
C -4.455244 0.880697 4.562311 -1.655 -0.559 -0.206 -0.142
N -3.177367 3.400671 5.674758 -0.535 0.187 -1.019 -0.292
C -4.513915 3.515387 6.260858 0.030 -0.856 0.798 -0.115
C -2.483892 4.694032 5.655388 0.371 -0.531 0.563 -0.110
H -1.882368 1.557093 9.293522 -0.051 -0.674 -0.079 0.085
H -3.315006 1.040243 8.245905 0.534 -0.619 -0.085 0.077
H -2.983428 2.658712 8.593471 0.183 0.176 0.015 0.066
H 0.229217 2.025362 8.179052 0.055 0.801 0.588 0.089
H -0.554600 3.676579 7.625748 0.057 -0.141 1.053 0.073
H 0.239692 2.635988 6.568724 -0.215 -0.380 -0.121 0.075
H -2.614751 -1.034155 4.907759 -0.363 -0.249 -0.077 0.088
H -2.269063 -0.615503 6.552187 -0.221 -0.257 0.168 0.075
H -3.921835 -1.196772 6.171561 -0.006 -0.063 -0.121 0.088
H -4.686470 1.864690 4.160671 0.701 0.124 0.125 0.054
H -4.337689 0.186257 3.722686 0.648 0.137 -0.032 0.088
H -5.412633 0.551025 4.993566 0.032 0.036 0.104 0.091
H -5.252568 2.908658 5.737896 0.049 0.023 0.066 0.056
H -4.487674 3.183334 7.302030 -0.323 -0.057 0.020 0.061
H -4.915926 4.526155 6.307191 0.461 0.205 -0.401 0.084
H -3.140621 5.513745 5.369044 -0.211 -0.203 -0.151 0.078
H -1.629448 4.702477 4.980105 0.041 -0.210 0.069 0.081
H -2.157975 4.888374 6.683963 0.275 0.463 -0.130 0.070